1.
{
  "formula": "C12H47N3O10",
  "method": "ωB97M-V/def2-TZVPD",
  "symbols": ["C", "C", "C", "O", "C", "N", "H", "H", "H", "H", "H", "H", "H", "H", "H", "H", "H", "C", "C", "C", "O", "C", "N", "H", "H", "H", "H", "H", "H", "H", "H", "H", "H", "H", "C", "C", "C", "O", "C", "N", "H", "H", "H", "H", "H", "H", "H", "H", "H", "H", "H", "O", "H", "H", "O", "H", "H", "O", "H", "H", "O", "H", "H", "O", "H", "H", "O", "H", "H", "O", "H", "H"],
  "xyz": [[4.42172, 1.14437, 2.50555], [3.40086, 1.73189, 1.44519], [2.14118, 2.42884, 2.09949], [1.40343, 1.56090, 2.90326], [0.99493, 0.26478, 2.20219], [4.12939, 2.70273, 0.64128], [3.94005, 0.38853, 3.12293], [4.83592, 1.87559, 3.21187], [5.26520, 0.68458, 1.95857], [2.89211, 0.96320, 0.83351], [1.53587, 2.79238, 1.25820], [2.39972, 3.28540, 2.73675], [0.65704, 0.51790, 1.16518], [0.24857, -0.14635, 2.81697], [1.86860, -0.44029, 2.19669], [3.99760, 3.64002, 1.07631], [3.70734, 2.71377, -0.29534], [-3.24077, 1.33660, 2.73100], [-2.39249, 1.63677, 1.53007], [-3.18057, 2.03946, 0.29347], [-2.20597, 2.23821, -0.83336], [-2.85919, 2.31505, -2.10157], [-1.45109, 2.75524, 1.84301], [-3.78966, 2.17881, 3.11129], [-2.62053, 1.01126, 3.59045], [-4.00349, 0.57915, 2.54951], [-1.85523, 0.72950, 1.27637], [-3.66162, 3.02793, 0.47451], [-3.86562, 1.25341, -0.10877], [-3.77121, 1.75148, -2.00290], [-2.13642, 1.93729, -2.82843], [-3.09630, 3.39957, -2.29500], [-0.85336, 2.99984, 1.06579], [-0.89427, 2.55557, 2.66354], [3.21775, -2.22093, 0.39058], [1.87791, -2.11418, -0.44943], [2.08857, -1.56308, -1.84640], [3.02041, -0.51061, -1.83180], [3.68896, -0.23355, -3.05299], [1.16358, -3.34499, -0.52274], [2.85450, -2.51823, 1.31668], [3.70973, -1.27587, 0.46317], [3.80988, -2.97181, -0.13955], [1.21479, -1.46067, 0.12624], [1.21026, -1.32358, -2.37576], [2.46802, -2.41220, -2.40152], [4.42437, 0.58472, -2.87077], [2.92872, -0.00401, -3.79614], [4.30209, -1.09759, -3.46472], [0.86052, -3.55349, 0.44183], [1.60673, -4.12155, -0.95825], [-1.19183, -2.51006, -2.50186], [-1.18388, -1.66337, -2.01811], [-0.38867, -2.93357, -2.10862], [-4.92367, -2.09250, 0.25833], [-4.44917, -2.77446, -0.25795], [-5.42897, -1.60193, -0.42111], [1.07490, 2.29495, -1.87040], [1.52420, 1.50876, -1.57737], [0.13314, 2.11649, -1.83545], [-1.90878, -1.95067, 1.27107], [-2.24691, -2.79468, 0.89287], [-2.70512, -1.51824, 1.56828], [-3.23412, -3.82332, -1.11927], [-2.58386, -3.33509, -1.68005], [-3.52079, -4.50004, -1.74462], [-0.87268, -0.35446, -0.79627], [-1.03006, -0.70479, 0.04753], [-1.24918, 0.57146, -0.82059], [-4.39197, -1.40697, -2.49969], [-3.51563, -1.76580, -2.37909], [-4.31548, -0.47348, -2.27361]],
  "mulliken_charge": [-1.50, 1.81, -0.77, -0.54, -0.49, -0.70, 0.28, 0.38, 0.36, -0.88, 0.32, 0.41, 0.22, 0.46, 0.14, 0.29, 0.32, -1.82, 2.53, -0.86, -0.38, -0.76, -0.73, 0.45, 0.37, 0.40, -1.38, 0.31, 0.39, 0.34, 0.30, 0.21, 0.26, 0.31, -1.83, 2.45, -1.07, -0.14, -0.88, -0.52, 0.50, 0.21, 0.45, -1.40, 0.40, 0.50, 0.26, 0.34, 0.29, 0.28, 0.22, -0.82, 0.40, 0.39, -0.64, 0.40, 0.30, -0.74, 0.26, 0.31, -0.64, 0.23, 0.29, -0.62, 0.37, 0.28, -0.06, 0.13, 0.12, -0.70, 0.29, 0.32],
  "mol_weight_g_mol": 393.52,
  "energy_ha": -1402.0050,
  "relative_energy_kcal_mol": 21.43,
  "gap_ev": 9.311,
  "smiles": "COC[C@H](C)N.COC[C@H](C)N.COC[C@H](C)N.O.O.O.O.O.O.O"
}

***

2.
{
  "formula": "C12H47NO15",
  "method": "ωB97M-V/def2-TZVPD",
  "symbols": ["O", "H", "H", "O", "H", "H", "O", "H", "H", "O", "H", "H", "O", "H", "H", "O", "H", "H", "C", "C", "O", "O", "H", "H", "H", "H", "H", "H", "C", "C", "O", "O", "H", "H", "H", "H", "H", "H", "C", "C", "O", "O", "H", "H", "H", "H", "H", "H", "C", "C", "O", "O", "H", "H", "H", "H", "H", "H", "C", "C", "C", "O", "C", "N", "H", "H", "H", "H", "H", "H", "H", "H", "H", "H", "H"],
  "xyz": [[2.37758, -1.72294, -4.39840], [2.32112, -1.94661, -3.46942], [2.76187, -2.49759, -4.80884], [-4.01205, 3.47225, 1.05586], [-3.59409, 3.07074, 1.81765], [-3.36432, 4.09590, 0.72763], [4.86797, 0.30708, -1.91934], [5.12643, 0.42417, -2.83352], [4.09804, 0.86599, -1.81415], [0.20119, 2.17401, 5.45378], [-0.55783, 2.74957, 5.35966], [0.84410, 2.70043, 5.92895], [6.71836, -0.42205, 1.60246], [6.07146, -0.07909, 0.98591], [6.40081, -0.14549, 2.46206], [3.65939, -4.34318, -1.62940], [4.60037, -4.21848, -1.75289], [3.59331, -5.00550, -0.94151], [-2.54179, 1.71742, -4.03957], [-3.37489, 1.68881, -5.29637], [-3.83187, 0.46482, -5.62838], [-1.73902, 2.85020, -3.85806], [-1.85798, 0.87097, -4.10290], [-3.17727, 1.54706, -3.17052], [-2.93551, 2.17238, -6.16885], [-4.20090, 2.38381, -5.14540], [-3.32407, 0.32650, -6.43125], [-1.04120, 2.73503, -4.50720], [-2.08779, -4.58334, 4.15311], [-1.84179, -5.65946, 5.22680], [-2.07257, -4.99763, 6.49445], [-0.80329, -3.92156, 3.77194], [-2.72820, -3.77509, 4.50627], [-2.67785, -4.94328, 3.31027], [-0.85690, -6.12412, 5.27361], [-2.55134, -6.48668, 5.24515], [-1.67512, -4.12384, 6.48341], [-0.45566, -3.46005, 4.53860], [-1.10539, -4.95286, -3.73242], [-1.41469, -3.83033, -4.72273], [-2.67333, -4.13534, -5.31968], [-1.87377, -4.91706, -2.55598], [-0.05785, -4.86298, -3.44484], [-1.24614, -5.97076, -4.09597], [-0.65130, -3.75657, -5.49726], [-1.53353, -2.94752, -4.09453], [-3.34612, -3.98713, -4.65112], [-1.38890, -4.46278, -1.86307], [-0.33083, 7.84914, 1.82962], [1.02729, 7.37813, 2.36343], [1.65888, 8.33102, 3.22612], [-1.03387, 6.79192, 1.29576], [-0.19549, 8.45380, 0.93287], [-1.04368, 8.44443, 2.40021], [1.76567, 7.28737, 1.56677], [0.87129, 6.55431, 3.05991], [2.10725, 7.78288, 3.87429], [-0.88803, 6.87150, 0.35025], [-0.96490, -0.27963, 0.80831], [0.31349, -0.67775, 0.16384], [1.54608, -0.23425, 1.05149], [1.79481, 1.09039, 0.70620], [2.41545, 2.00834, 1.70202], [0.32902, -2.11980, 0.20373], [-1.14639, -0.61429, 1.82967], [-1.83860, -0.53929, 0.21055], [-0.96919, 0.80710, 0.72413], [0.35761, -0.27310, -0.84730], [2.42801, -0.85616, 0.89812], [1.30082, -0.24283, 2.11350], [1.77944, 2.43197, 2.47927], [2.98661, 2.76871, 1.16937], [3.21063, 1.39670, 2.12828], [0.20697, -2.27458, 1.19431], [1.26404, -2.47413, 0.06132]],
  "mulliken_charge": [-0.63, 0.30, 0.32, -0.61, 0.30, 0.31, -0.60, 0.31, 0.31, -0.64, 0.32, 0.31, -0.63, 0.31, 0.31, -0.59, 0.30, 0.30, -0.21, -0.56, -0.46, -0.52, 0.18, 0.32, 0.38, 0.23, 0.33, 0.32, -0.52, -0.22, -0.52, -0.49, 0.34, 0.35, 0.22, 0.26, 0.30, 0.29, -0.31, -0.20, -0.54, -0.54, 0.22, 0.25, 0.33, 0.16, 0.31, 0.30, -0.49, -0.14, -0.52, -0.48, 0.25, 0.32, 0.19, 0.25, 0.31, 0.32, -1.55, 0.46, -0.62, -0.32, -0.78, -0.56, 0.31, 0.37, 0.37, 0.31, 0.41, 0.38, 0.28, 0.28, 0.32, 0.17, 0.21],
  "mol_weight_g_mol": 445.50,
  "energy_ha": -1668.5290,
  "gap_ev": 9.316,
  "smiles": "COC[C@H](C)N.OCCO.OCCO.OCCO.OCCO.O.O.O.O.O.O"
}

***

3.
{
  "formula": "C12H48N10O12",
  "method": "ωB97M-V/def2-TZVPD",
  "symbols": ["C", "O", "H", "H", "H", "H", "C", "O", "H", "H", "H", "H", "C", "O", "H", "H", "H", "H", "C", "O", "H", "H", "H", "H", "C", "O", "H", "H", "H", "H", "C", "O", "H", "H", "H", "H", "C", "O", "H", "H", "H", "H", "C", "O", "N", "N", "H", "H", "H", "H", "C", "O", "N", "N", "H", "H", "H", "H", "C", "O", "N", "N", "H", "H", "H", "H", "C", "O", "N", "N", "H", "H", "H", "H", "C", "O", "N", "N", "H", "H", "H", "H"],
  "xyz": [[-14.46662, -13.50930, 8.27122], [-15.56863, -12.90477, 9.04200], [-14.14795, -14.44904, 8.67407], [-14.59850, -13.52560, 7.20013], [-13.62879, -12.84556, 8.52771], [-16.28429, -13.49184, 9.00039], [-16.85504, -8.97207, 3.31954], [-15.48281, -8.60839, 3.20413], [-17.24318, -9.03161, 4.32332], [-17.47207, -8.38343, 2.68430], [-16.95422, -9.98433, 2.89265], [-15.27605, -7.81604, 3.71362], [-17.56757, -9.27043, 8.23943], [-17.10738, -10.21637, 7.22628], [-17.08477, -8.30956, 7.98044], [-18.68349, -9.18891, 8.09713], [-17.35702, -9.57376, 9.27151], [-17.76460, -10.91715, 7.17162], [-10.75666, -10.13212, 5.40578], [-10.93784, -10.00611, 6.87562], [-10.29143, -9.26265, 4.96562], [-10.08191, -11.01786, 5.38957], [-11.68665, -10.32918, 4.93048], [-11.49464, -9.30019, 7.03871], [-18.50942, -12.93931, 10.25228], [-18.07682, -14.23904, 9.96078], [-17.62088, -12.37314, 10.26353], [-19.22873, -12.58096, 9.44181], [-18.97515, -12.87249, 11.22232], [-18.66745, -14.95263, 10.30914], [-10.85193, -7.81940, 1.99921], [-12.03994, -7.27375, 1.43671], [-9.99792, -7.67372, 1.34274], [-10.61397, -7.24465, 2.94381], [-11.04583, -8.86549, 2.13705], [-12.52702, -6.76356, 2.09663], [-13.12284, -9.25197, -1.82559], [-11.93431, -9.27147, -1.08071], [-13.06677, -10.03261, -2.53680], [-14.01175, -9.45358, -1.25825], [-13.21289, -8.31279, -2.42282], [-11.93376, -8.52389, -0.43570], [-13.97138, -9.40242, 7.01260], [-13.16662, -8.48737, 7.11755], [-14.34664, -10.10560, 8.10511], [-14.50972, -9.68457, 5.82576], [-15.15554, -10.66231, 8.24027], [-13.80667, -9.80109, 8.91702], [-15.38280, -10.13310, 5.90990], [-14.47490, -9.13882, 4.98222], [-15.45198, -14.75647, 4.39450], [-16.44673, -15.38167, 4.67298], [-14.34870, -15.35897, 3.84289], [-15.37006, -13.45210, 4.61009], [-13.74844, -14.80112, 3.28402], [-14.43413, -16.29920, 3.61460], [-14.70617, -12.89271, 4.06154], [-16.25230, -13.00699, 4.86270], [-13.40061, -11.62135, 1.69390], [-13.92203, -12.40441, 2.52368], [-12.74590, -12.05994, 0.58981], [-13.53850, -10.29755, 1.92404], [-12.59797, -13.04927, 0.58955], [-12.49438, -11.53091, -0.23012], [-14.28592, -10.19946, 2.61316], [-13.30715, -9.61632, 1.22069], [-13.08108, -5.69574, 4.36871], [-14.20309, -6.16879, 4.06946], [-12.55812, -4.55729, 3.79497], [-12.24705, -6.25500, 5.28086], [-11.73665, -4.12303, 4.11328], [-12.91380, -4.17084, 2.94589], [-12.51392, -7.01133, 5.91807], [-11.44333, -5.79414, 5.66734], [-18.65047, -13.13980, 5.98703], [-19.29884, -12.22738, 6.43690], [-17.89482, -14.05282, 6.63971], [-18.43757, -13.36041, 4.62595], [-17.23629, -14.69962, 6.14389], [-17.90093, -14.05482, 7.67740], [-17.98927, -14.19468, 4.40915], [-19.02815, -12.85995, 3.95275]],
  "mulliken_charge": [-0.65, -0.45, 0.40, 0.15, 0.26, 0.25, -0.68, -0.54, 0.21, 0.37, 0.24, 0.34, -0.85, 0.02, 0.24, 0.33, 0.25, 0.03, -0.35, -0.56, 0.19, 0.31, 0.06, 0.36, -0.51, -0.61, 0.18, 0.19, 0.42, 0.31, -0.52, -0.49, 0.33, 0.27, 0.17, 0.27, -0.66, -0.52, 0.28, 0.27, 0.30, 0.31, 0.20, -0.93, -0.03, 0.47, 0.08, 0.19, -0.02, 0.01, 0.59, -0.85, -0.46, 0.09, 0.19, 0.25, 0.26, -0.01, 0.48, -0.77, -0.28, 0.15, 0.22, 0.14, -0.16, 0.14, 0.41, -0.72, -0.33, -0.18, 0.15, 0.26, 0.19, 0.22, 0.45, -0.69, -0.19, -0.34, 0.31, 0.12, 0.24, 0.20],
  "mol_weight_g_mol": 524.57,
  "energy_ha": -1936.5632,
  "relative_energy_kcal_mol": 14.36,
  "gap_ev": 9.870,
  "smiles": "NC(N)=O.NC(N)=O.NC(N)=O.NC(N)=O.NC(N)=O.CO.CO.CO.CO.CO.CO.CO"
}